Entry from the OMol25 dataset: a 3-piece molecular cluster, C4H14NO2 overall (ωB97M-V/def2-TZVPD).

XYZ file:
```
21
Properties=species:S:1:pos:R:3:forces:R:3
C 0.466 -0.810 -1.217 0.9 -1.6 -1.5
N -0.376 -0.417 -0.074 -0.2 0.7 0.5
C 0.558 0.378 0.899 -0.9 -1.6 -0.8
C 1.580 1.034 -0.037 -1.8 -0.6 -0.3
C 1.774 -0.067 -1.098 2.0 -0.1 1.8
H -0.039 -0.641 -2.171 -0.2 0.1 0.3
H 0.728 -1.892 -1.189 -0.7 0.7 0.1
H -1.023 0.278 -0.441 -1.0 -0.2 0.2
H -0.841 -1.249 0.414 0.2 1.4 -0.5
H -0.015 0.943 1.630 -0.1 0.3 -0.4
H 0.878 -0.520 1.385 1.5 0.0 1.0
H 2.463 1.260 0.533 0.4 0.5 -0.1
H 1.091 1.894 -0.528 0.5 0.1 0.5
H 2.335 0.262 -1.967 -0.7 0.1 -0.4
H 2.482 -0.769 -0.620 -0.2 0.1 -0.2
H -2.985 2.226 -0.948 -0.5 -0.8 0.2
H -1.624 2.602 -0.744 0.4 -0.3 0.4
O -2.196 1.846 -0.529 0.2 1.1 -0.7
H -1.253 -1.785 2.725 0.2 -0.1 -0.1
H -2.449 -2.437 2.101 0.1 -0.1 -0.4
O -1.556 -2.135 1.877 -0.2 0.1 0.5
```
Positions in Å, forces in eV/Å.

The total charge is +1. The energy relative to the best compared isomer or geometry (same formula, charge and spin) comes out at 73.2 kJ/mol. As for the electronic energy: -365.80286 a.u. The LUMO energy comes out at -2.8 eV. The molecular weight is 108.16 g/mol.

***

Entry from the OMol25 dataset: a 2-piece molecular cluster, C4H14NO2 overall (ωB97M-V/def2-TZVPD).

XYZ file:
```
21
Properties=species:S:1:pos:R:3:forces:R:3
O 1.412 1.308 0.295 -0.1 -0.2 0.5
C 1.625 -0.022 0.817 -1.0 1.2 -1.5
C 0.255 -0.748 0.836 2.0 -0.5 0.6
N -0.560 -0.384 -0.352 -1.3 -0.5 1.5
C -2.060 -0.631 -0.108 1.3 0.4 -1.1
C 0.500 -2.260 0.905 0.9 0.4 -0.9
H 1.232 1.942 0.991 0.1 0.1 0.3
H 2.039 -0.053 1.824 0.3 0.0 -0.2
H 2.292 -0.385 0.042 0.2 -0.8 0.4
H -0.170 -0.421 1.791 -0.8 0.0 -0.5
H -0.425 0.602 -0.604 0.5 0.0 -0.6
H -0.283 -1.078 -1.039 0.2 0.6 -0.8
H -2.097 -1.624 0.319 -0.6 0.1 0.2
H -2.504 -0.563 -1.100 -0.2 -0.3 0.2
H -2.461 0.180 0.486 0.1 -0.2 0.4
H 1.201 -2.381 1.729 -0.9 -0.6 0.8
H -0.421 -2.824 0.812 0.0 -0.4 1.0
H 1.158 -2.704 0.132 -0.4 0.9 -0.5
H -1.081 2.464 -2.865 0.0 -0.1 0.0
H -0.806 3.116 -1.520 0.1 0.1 0.1
O -0.899 2.259 -1.942 -0.1 -0.2 0.1
```
Positions in Å, forces in eV/Å.

The total charge is +1. The energy relative to the best compared isomer or geometry (same formula, charge and spin) comes out at 130.2 kJ/mol. As for the electronic energy: -365.78112 a.u. The LUMO energy comes out at -2.8 eV. The molecular weight is 108.16 g/mol.

***

Entry from the OMol25 dataset: a 3-piece molecular cluster, C4H14NO2 overall (ωB97M-V/def2-TZVPD).

XYZ file:
```
21
Properties=species:S:1:pos:R:3:forces:R:3
C 1.048 -1.283 0.290 -1.1 0.3 0.5
C 2.175 -0.585 -0.430 1.1 -0.6 0.4
C 1.678 0.343 -1.493 0.2 0.1 -0.2
C 1.514 1.638 -1.272 0.1 0.2 0.2
N 0.311 -0.264 1.183 1.0 0.4 -0.7
H 1.300 -2.120 0.924 0.5 -0.1 0.1
H 0.275 -1.616 -0.391 0.0 -0.2 -0.2
H 2.880 -1.350 -0.777 -0.4 0.0 -0.5
H 2.828 -0.088 0.296 -0.3 0.4 0.1
H 1.484 -0.093 -2.468 -0.3 0.0 0.1
H 1.092 2.337 -1.986 0.1 -0.2 -0.1
H 1.870 2.066 -0.337 -0.2 0.1 0.0
H -0.431 0.199 0.654 -0.3 0.0 0.3
H 0.971 0.490 1.401 -0.2 -0.1 0.1
H -0.057 -0.601 2.068 -0.3 -0.3 -0.1
H -3.785 -1.463 0.126 0.0 0.0 0.0
H -3.464 -1.226 -1.344 0.0 0.0 0.0
O -3.068 -1.213 -0.466 0.1 0.2 0.1
H -2.221 2.132 2.058 0.1 0.0 0.1
H -2.439 1.427 0.730 -0.1 -0.1 0.1
O -1.924 1.372 1.546 -0.1 0.1 -0.3
```
Positions in Å, forces in eV/Å.

The total charge is +1. The energy relative to the best compared isomer or geometry (same formula, charge and spin) comes out at 121.1 kJ/mol. As for the electronic energy: -365.78462 a.u. The LUMO energy comes out at -2.9 eV. The molecular weight is 108.16 g/mol.

***

Entry from the OMol25 dataset: a 3-piece molecular cluster, C4H14NO2S overall (ωB97M-V/def2-TZVPD).

XYZ file:
```
22
Properties=species:S:1:pos:R:3:forces:R:3
C 1.822 1.352 -1.790 -1.7 -2.1 -1.8
N 0.436 1.681 -1.359 0.9 1.9 1.0
C -0.274 0.670 -0.551 -0.3 2.3 -0.3
C -1.740 0.477 -1.135 1.1 0.6 -1.1
S -2.086 -1.304 -0.954 -0.4 1.0 -0.3
C -0.252 1.098 0.892 -1.8 4.2 -2.6
H 2.618 1.846 -1.321 0.8 2.0 0.2
H 2.183 0.335 -1.488 -1.1 0.2 -0.5
H 1.738 1.399 -2.926 1.2 0.0 1.4
H 0.487 2.642 -0.859 -0.4 -2.4 -1.1
H 0.300 -0.214 -0.607 0.4 -1.3 -0.5
H -2.426 1.172 -0.563 0.5 -1.1 -0.7
H -1.678 0.802 -2.263 -0.4 -0.8 2.2
H 0.362 1.959 1.079 0.8 0.4 -0.5
H 0.070 0.468 1.539 2.0 -4.8 4.1
H -1.156 1.487 1.292 -1.5 -0.1 0.0
H -1.734 -3.345 1.675 -5.3 -1.8 2.5
H -1.176 -2.381 0.769 0.5 -0.7 0.4
O -0.940 -3.139 1.366 4.5 2.4 -3.0
H 0.450 -2.658 2.223 0.4 -0.3 0.2
H 1.666 -1.772 2.340 1.0 2.2 -0.7
O 1.332 -2.574 2.640 -1.0 -1.9 0.7
```
Positions in Å, forces in eV/Å.

The total charge is 0. The energy relative to the best compared isomer or geometry (same formula, charge and spin) comes out at 212.3 kJ/mol. As for the spin multiplicity: 2. As for the electronic energy: -764.09304 a.u. The LUMO energy (spin up / spin down) comes out at 0.7 / -2.6 eV. The molecular weight is 140.23 g/mol.

***

Entry from the OMol25 dataset: a 3-piece molecular cluster, C4H14NO3 overall (ωB97M-V/def2-TZVPD).

XYZ file:
```
22
Properties=species:S:1:pos:R:3:forces:R:3
C -1.659 -2.016 0.847 0.9 -0.5 1.2
N -0.242 -1.790 1.118 0.5 0.1 -0.6
C 0.380 -0.971 0.062 -0.2 0.0 0.1
C 1.563 -0.173 0.579 0.9 -0.2 0.2
C 1.170 1.142 1.275 -1.0 1.1 -1.4
O 0.999 2.215 0.411 0.2 -1.0 0.1
H -1.797 -2.726 0.038 0.1 0.1 -0.3
H -2.124 -1.081 0.656 -0.9 0.8 -0.6
H -2.120 -2.455 1.734 -0.1 -0.1 0.0
H -0.093 -1.235 1.951 -0.5 -0.2 0.3
H -0.325 -0.225 -0.338 -0.1 -0.1 0.0
H 0.642 -1.608 -0.788 0.1 -0.1 0.1
H 2.176 -0.705 1.319 -0.2 -0.6 -0.2
H 2.218 -0.028 -0.288 0.1 0.6 0.2
H 0.165 0.916 1.714 0.3 -0.1 0.7
H 1.885 1.434 2.059 0.0 -0.4 0.3
H -0.124 3.278 -1.339 -0.3 -0.1 -0.2
H 0.080 1.946 -0.727 -0.2 1.2 -0.1
O -0.503 2.406 -1.516 0.5 -0.4 0.6
H -1.091 0.940 -2.323 0.0 0.1 -0.7
H -0.134 0.392 -3.340 0.1 0.1 0.0
O -1.063 0.343 -3.106 -0.2 -0.2 0.4
```
Positions in Å, forces in eV/Å.

The total charge is -1. The energy relative to the best compared isomer or geometry (same formula, charge and spin) comes out at 123.7 kJ/mol. As for the electronic energy: -441.27170 a.u. The LUMO energy comes out at 3.9 eV. The molecular weight is 124.16 g/mol.

***

Entry from the OMol25 dataset: a 3-piece molecular cluster, C4H14NO3 overall (ωB97M-V/def2-TZVPD).

XYZ file:
```
22
Properties=species:S:1:pos:R:3:forces:R:3
C 1.019 -0.650 0.460 0.0 -1.3 1.2
N 0.620 -1.999 -0.048 0.8 1.9 -0.5
C -0.191 -1.855 -1.193 -2.6 -2.0 -2.3
O -1.543 -1.365 -0.955 1.3 0.0 -0.5
C 0.324 -0.122 1.754 0.4 2.7 -2.1
C -1.164 0.236 1.538 -0.3 -0.9 0.8
H 0.970 0.057 -0.352 -0.6 0.4 -0.1
H 2.059 -0.752 0.670 1.1 0.1 0.5
H 0.029 -2.427 0.613 -0.6 -0.7 1.1
H -0.340 -2.898 -1.647 0.1 1.0 0.7
H 0.189 -1.272 -2.043 0.6 0.2 0.8
H 0.542 -0.641 2.698 -0.1 -0.2 -0.5
H 0.826 0.902 1.792 -0.3 -1.1 0.6
H -1.389 0.934 0.717 0.7 -0.7 -0.2
H -1.517 0.760 2.425 -0.2 -0.2 0.5
H -1.730 -0.713 1.408 0.0 0.8 0.0
H 2.277 3.000 -1.326 0.4 0.0 -0.2
H 0.866 2.824 -0.896 -0.2 0.4 -0.5
O 1.498 3.533 -1.175 -0.5 -0.6 0.5
H -1.448 -0.393 -1.219 0.1 0.1 0.5
H -1.215 1.701 -1.908 0.4 -0.3 0.3
O -0.682 1.140 -1.314 -0.4 0.5 -0.6
```
Positions in Å, forces in eV/Å.

The total charge is -1. The energy relative to the best compared isomer or geometry (same formula, charge and spin) comes out at 118.8 kJ/mol. As for the electronic energy: -441.27356 a.u. The LUMO energy comes out at 4.0 eV. The molecular weight is 124.16 g/mol.

***

Entry from the OMol25 dataset: a 3-piece molecular cluster, C4H14NO3 overall (ωB97M-V/def2-TZVPD).

XYZ file:
```
22
Properties=species:S:1:pos:R:3:forces:R:3
C 0.389 -1.753 1.875 -1.6 0.2 0.9
C 0.133 -1.575 0.375 2.2 -0.1 0.4
N 0.254 -0.136 0.068 -0.3 -0.9 -0.4
C 0.347 0.068 -1.416 -1.0 0.7 2.0
C -1.109 0.123 -1.942 -1.3 1.2 -1.2
O -2.065 0.540 -1.042 0.4 -1.1 1.0
H -0.221 -2.505 2.389 0.2 -0.5 -0.5
H 0.007 -0.867 2.391 0.4 0.3 -0.1
H 1.426 -1.904 2.153 0.2 0.1 -0.1
H 1.037 -2.023 -0.076 -0.5 -0.1 -0.3
H -0.721 -2.136 -0.016 -0.3 0.5 0.1
H -0.691 0.253 0.254 0.1 0.1 0.0
H 0.916 -0.761 -1.817 0.4 0.2 -0.4
H 0.808 1.054 -1.490 0.3 -0.2 -0.6
H -1.231 0.925 -2.715 1.0 -0.8 -0.6
H -1.316 -0.868 -2.427 -0.2 0.3 0.2
H -2.045 2.032 -0.563 0.2 0.1 -0.4
H -0.942 2.957 -0.042 0.1 0.1 0.1
O -1.847 3.014 -0.353 -0.2 0.0 0.2
H 2.337 1.892 1.830 -0.2 0.1 0.0
H 1.876 0.600 1.107 -0.3 0.2 -0.2
O 2.658 1.071 1.458 0.4 -0.3 0.1
```
Positions in Å, forces in eV/Å.

The total charge is -1. The energy relative to the best compared isomer or geometry (same formula, charge and spin) comes out at 111.4 kJ/mol. As for the electronic energy: -441.27635 a.u. The LUMO energy comes out at 3.7 eV. The molecular weight is 124.16 g/mol.

***

Entry from the OMol25 dataset: a 3-piece molecular cluster, C4H14NO3 overall (ωB97M-V/def2-TZVPD).

XYZ file:
```
22
Properties=species:S:1:pos:R:3:forces:R:3
O -2.116 0.354 -1.823 -5.5 -5.6 -1.5
C -1.244 1.129 -1.666 5.5 5.0 1.4
C -0.057 0.782 -0.767 1.0 3.5 0.6
N -0.258 -0.527 -0.107 -1.0 -0.3 -1.5
C -1.211 -0.550 1.021 1.6 0.5 0.5
C -0.532 0.065 2.193 3.1 2.3 1.7
H -1.265 2.196 -2.028 0.2 -0.6 0.3
H 1.015 0.850 -1.181 -0.8 -0.8 0.0
H -0.031 1.675 -0.018 0.3 -1.7 -0.6
H 0.567 -1.083 0.039 1.2 0.2 0.9
H -0.606 -1.127 -0.855 -1.1 0.3 -0.5
H -1.453 -1.563 1.211 -0.6 -0.9 0.0
H -2.016 0.091 0.826 -1.5 0.2 -1.1
H -0.708 -0.423 3.148 -0.2 -0.3 -0.1
H -0.824 1.177 2.400 0.7 -2.0 -0.7
H 0.674 0.029 2.067 -2.8 0.1 0.4
H 1.961 1.331 1.227 -1.4 -0.3 -0.2
H 3.336 1.508 1.203 4.1 -1.7 -1.1
O 2.614 1.968 1.469 -2.7 2.1 1.2
H 1.448 -3.480 -0.383 -0.2 -2.0 1.3
H 1.688 -2.998 -1.776 0.0 0.1 -0.2
O 1.537 -2.703 -0.874 0.1 1.9 -1.0
```
Positions in Å, forces in eV/Å.

The total charge is 0. The energy relative to the best compared isomer or geometry (same formula, charge and spin) comes out at 358.6 kJ/mol. As for the spin multiplicity: 2. As for the electronic energy: -441.09433 a.u. The LUMO energy (spin up / spin down) comes out at 0.1 / -0.1 eV. The molecular weight is 124.16 g/mol.

***

Entry from the OMol25 dataset: an isolated ion of composition C4H14NO3Si and charge +1 (ωB97M-V/def2-TZVPD).

XYZ file:
```
23
Properties=species:S:1:pos:R:3:forces:R:3
C -0.459 -1.364 2.617 3.4 0.5 1.0
C 0.971 2.499 0.608 -1.0 0.1 -3.4
C -2.171 1.284 -0.894 -0.5 -2.4 -4.3
C 1.201 -0.762 -1.346 -2.5 2.3 0.2
N 0.925 -2.186 -1.601 3.9 -0.4 0.2
O 0.052 -1.276 1.275 0.9 -0.6 -0.8
O 0.667 1.215 1.074 -0.4 -1.6 -0.6
O -1.433 0.264 -0.246 -0.8 -0.6 -0.7
Si 0.044 -0.056 0.244 1.1 0.7 0.1
H -1.466 -1.601 2.414 -1.3 -0.5 1.1
H -0.237 -0.402 3.179 -0.9 -0.9 -0.8
H 0.246 -2.112 3.161 -1.9 0.8 -0.9
H 1.364 2.967 1.486 0.5 1.1 -0.2
H 0.063 3.031 0.081 1.3 -0.7 1.7
H 1.635 2.363 -0.321 0.0 0.7 1.7
H -3.168 0.859 -1.369 2.1 0.3 0.9
H -1.565 1.669 -1.812 -1.1 0.0 1.9
H -2.533 1.920 -0.179 -0.3 2.3 1.5
H 0.980 -0.295 -2.319 -0.1 0.4 0.6
H 2.203 -0.539 -1.117 1.4 -0.4 0.2
H 1.372 -2.534 -2.483 -0.4 0.2 1.0
H -0.033 -2.282 -1.665 -2.7 -0.9 0.0
H 1.341 -2.663 -0.787 -0.7 -0.6 -0.4
```
Positions in Å, forces in eV/Å.

The total charge is +1. The energy relative to the best compared isomer or geometry (same formula, charge and spin) comes out at 185.8 kJ/mol. As for the electronic energy: -730.58142 a.u. The LUMO energy comes out at -3.5 eV. The molecular weight is 152.25 g/mol.

***

Entry from the OMol25 dataset: a 3-piece molecular cluster, C4H14NO4 overall (ωB97M-V/def2-TZVPD).

XYZ file:
```
23
Properties=species:S:1:pos:R:3:forces:R:3
O 0.908 -1.851 -0.792 -0.4 -0.5 1.0
C -0.409 -1.508 -0.911 1.3 0.8 -0.6
C -0.830 -0.513 0.163 -0.8 -0.3 -1.0
N -0.743 0.904 -0.345 -0.8 0.1 1.2
C 0.477 1.240 -1.109 0.6 -0.2 -1.0
C 1.711 1.374 -0.232 -0.3 -0.5 0.2
O -1.075 -1.774 -1.859 -0.4 -0.4 0.2
H 1.079 -2.748 -1.121 -0.1 0.2 -0.5
H -0.272 -0.513 1.059 0.8 -0.4 0.7
H -1.839 -0.827 0.411 -0.4 0.6 0.0
H -0.764 1.455 0.545 0.2 0.2 -0.1
H -1.601 1.257 -0.768 0.0 -0.6 -0.7
H 0.660 0.430 -1.815 -0.1 -0.1 0.0
H 0.283 2.085 -1.767 -0.2 0.3 0.5
H 2.106 0.376 -0.055 0.2 0.1 0.1
H 2.459 1.950 -0.756 0.2 0.2 0.0
H 1.515 1.809 0.748 0.0 0.3 -0.1
H 1.719 -1.461 2.951 -0.4 0.3 0.5
H 1.509 -1.841 1.564 -0.4 0.0 -0.4
O 1.053 -1.347 2.258 1.0 -0.4 0.1
H -1.935 3.065 1.494 0.1 0.1 0.3
H -0.524 3.090 2.130 -0.1 0.2 0.2
O -1.233 2.502 1.851 -0.1 -0.1 -0.4
```
Positions in Å, forces in eV/Å.

The total charge is +1. The energy relative to the best compared isomer or geometry (same formula, charge and spin) comes out at 76.6 kJ/mol. As for the electronic energy: -516.28781 a.u. The LUMO energy comes out at -3.2 eV. The molecular weight is 140.16 g/mol.

***

Entry from the OMol25 dataset: C4H14NO6Zr as an isolated structure (ωB97M-V/def2-TZVPD).

XYZ file:
```
26
Properties=species:S:1:pos:R:3:forces:R:3
Zr -1.218 2.514 0.462 -0.5 3.0 -1.1
O -2.084 2.369 3.195 1.0 0.0 -2.4
H -2.910 2.268 3.707 0.4 0.0 -1.0
O -0.247 5.269 0.690 -1.3 -1.9 -0.1
H 0.594 5.764 0.645 -0.2 -1.2 -0.1
O -3.930 2.743 -0.464 2.1 -0.4 1.2
H -4.727 2.940 -0.993 1.1 0.0 0.2
O -0.663 2.481 -2.348 -0.5 -0.3 2.7
H -1.315 2.126 -2.983 0.1 0.2 0.9
C 3.263 1.940 0.991 0.4 0.4 1.0
O 1.957 1.683 1.214 -2.9 -0.4 -0.8
H 3.673 2.323 0.056 -0.6 0.3 -0.8
H 3.578 2.638 1.766 0.7 0.5 0.2
H 3.855 1.039 1.153 0.3 -0.6 0.1
C -1.063 -2.069 -0.925 2.5 1.0 2.7
O -1.155 -1.094 -0.159 -1.3 -0.9 -1.6
N -0.152 -3.028 -0.585 0.1 -1.4 -2.4
C 0.260 -4.013 -1.635 -1.2 -0.3 1.0
C 0.517 -3.149 0.673 1.1 0.8 0.8
H -1.503 -2.290 -1.911 -0.4 0.7 0.2
H 0.391 -3.625 -2.645 0.1 0.4 0.3
H -0.553 -4.738 -1.667 0.1 -0.4 -0.4
H 1.147 -4.550 -1.300 0.0 0.3 -0.2
H 1.277 -3.930 0.656 -0.4 -0.3 -0.3
H 1.131 -2.270 0.872 -0.3 0.4 0.2
H -0.124 -3.339 1.534 -0.3 0.2 -0.2
```
Positions in Å, forces in eV/Å.

The total charge is -1. The energy relative to the best compared isomer or geometry (same formula, charge and spin) comes out at 1453.8 kJ/mol. As for the electronic energy: -713.67094 a.u. The LUMO energy comes out at 0.2 eV. The molecular weight is 263.38 g/mol.

***

Entry from the OMol25 dataset: a 2-piece molecular cluster, C4H14NOS overall (ωB97M-V/def2-TZVPD).

XYZ file:
```
21
Properties=species:S:1:pos:R:3:forces:R:3
C 0.841 -0.610 -0.919 1.6 -1.0 1.2
C 1.469 -0.659 0.480 0.3 0.9 0.4
C 0.627 -0.022 1.625 0.3 -0.7 0.2
S -0.889 0.895 1.250 0.5 0.2 0.4
C -0.190 2.560 1.093 0.8 0.4 -0.3
N -0.232 -1.652 -0.969 0.3 -0.5 -0.1
H 0.415 0.361 -1.126 -0.3 0.0 -0.2
H 1.683 -0.850 -1.561 -0.5 -0.1 -0.7
H 2.463 -0.208 0.396 -0.3 0.6 -0.1
H 1.798 -1.635 0.850 -0.6 -0.4 -0.6
H 1.272 0.603 2.231 0.0 0.2 0.1
H 0.344 -0.848 2.279 -0.3 0.2 0.1
H 0.763 2.707 1.609 0.0 -0.7 0.2
H -0.794 3.346 1.539 -0.6 -0.3 -0.4
H 0.055 2.744 0.050 -0.4 0.4 -0.1
H -0.922 -1.348 -0.279 -0.5 -0.2 -0.3
H -0.685 -1.775 -1.864 -0.4 0.7 -0.3
H 0.077 -2.606 -0.767 0.5 0.3 0.6
H -2.526 -0.640 -2.676 -0.2 0.1 -0.1
H -3.174 0.072 -1.498 0.0 0.1 0.1
O -2.395 -0.437 -1.745 -0.1 0.0 -0.2
```
Positions in Å, forces in eV/Å.

The total charge is +1. The energy relative to the best compared isomer or geometry (same formula, charge and spin) comes out at 86.2 kJ/mol. As for the electronic energy: -688.72989 a.u. The LUMO energy comes out at -3.2 eV. The molecular weight is 124.23 g/mol.